No. 1
Computed, not measured: C51H56N6O7PRb as an isolated structure in a non-equilibrium geometry, with wB97M-V/def2-TZVPD.

## Properties
- Molar mass: 981.49 Da
- Energy above the lowest of the compared OMol25 structures with the same formula, charge and spin: 0.0 kJ/mol
- LUMO level: 3.45 eV
- Highest occupied orbital energy: -2.72 eV
- Strongest force on any atom: 3.9 eV Å⁻¹

The geometry in ORCA input format:
```
! wB97M-V def2-TZVPD RIJCOSX def2/J DEFGRID3
* xyz -2 1
Rb -19.51 -11.72 7.70
O -23.81 -9.02 6.48
C -22.64 -9.46 6.71
O -22.31 -10.60 7.21
C -21.51 -8.52 6.40
C -21.70 -7.10 6.34
C -20.61 -6.34 5.94
C -19.39 -6.91 5.58
C -19.25 -8.34 5.80
N -20.30 -8.98 6.24
C -17.96 -9.05 5.46
O -17.29 -8.58 4.49
O -17.74 -10.06 6.23
H -22.71 -6.71 6.55
H -20.73 -5.25 5.81
H -18.55 -6.32 5.15
C -19.22 -14.90 15.37
C -18.54 -15.62 14.19
C -18.93 -17.10 14.10
C -17.03 -15.48 14.33
C -18.98 -14.88 12.89
C -19.89 -15.43 11.94
C -20.03 -14.79 10.70
N -19.51 -13.61 10.45
C -18.90 -12.94 11.43
C -18.59 -13.59 12.63
C -18.20 -11.65 11.13
C -18.05 -10.72 12.18
C -17.20 -9.64 12.00
C -16.75 -9.39 10.68
C -16.95 -10.33 9.71
N -17.61 -11.47 9.95
C -16.86 -8.77 13.19
C -15.37 -8.35 13.15
C -17.14 -9.57 14.50
C -17.73 -7.53 13.09
H -18.82 -15.25 16.35
H -20.31 -15.14 15.37
H -19.09 -13.82 15.31
H -18.52 -17.65 14.99
H -18.49 -17.60 13.19
H -20.03 -17.30 14.14
H -16.65 -16.06 15.21
H -16.69 -14.44 14.47
H -16.49 -15.92 13.46
H -20.44 -16.35 12.13
H -20.53 -15.27 9.85
H -18.03 -13.02 13.33
H -18.64 -10.80 13.07
H -16.13 -8.49 10.49
H -16.60 -10.18 8.69
H -14.67 -9.17 12.88
H -15.03 -7.92 14.11
H -15.23 -7.55 12.40
H -16.63 -10.54 14.43
H -18.25 -9.75 14.58
H -16.80 -9.00 15.39
H -17.52 -7.04 12.14
H -17.48 -6.86 13.93
H -18.82 -7.77 13.09
C -17.26 -13.06 3.42
C -16.20 -13.97 3.44
C -15.81 -14.55 4.65
C -16.54 -14.27 5.84
N -17.60 -13.44 5.77
C -17.89 -12.79 4.63
C -16.04 -14.77 7.10
C -15.20 -15.86 7.21
C -14.60 -16.15 8.46
C -15.01 -15.43 9.57
C -15.91 -14.39 9.36
N -16.50 -14.12 8.20
H -17.55 -12.50 2.53
H -15.63 -14.20 2.51
H -14.86 -15.10 4.76
H -18.65 -11.98 4.72
H -14.97 -16.40 6.31
H -13.92 -17.03 8.55
H -14.56 -15.61 10.54
H -16.23 -13.71 10.16
N -23.34 -12.75 9.16
C -23.53 -12.69 10.59
C -22.91 -11.38 11.31
C -21.39 -11.30 11.16
O -20.66 -11.59 12.21
O -20.95 -10.91 10.03
H -22.43 -13.14 8.95
H -23.34 -11.78 8.77
H -23.12 -13.60 11.10
H -24.62 -12.65 10.81
H -23.14 -11.44 12.39
H -23.35 -10.48 10.88
O -19.80 -14.74 6.89
H -20.07 -15.55 6.44
H -18.90 -14.56 6.59
C -23.14 -13.46 5.05
P -21.95 -12.52 4.09
C -21.39 -13.64 2.83
C -21.06 -13.28 1.49
C -20.57 -14.21 0.59
C -20.31 -15.55 0.98
C -20.52 -15.89 2.30
C -21.10 -14.97 3.20
C -23.15 -11.45 3.20
C -22.78 -10.10 3.02
C -23.67 -9.17 2.49
C -24.86 -9.57 1.93
C -25.25 -10.91 2.08
C -24.39 -11.86 2.66
H -22.64 -14.06 5.82
H -23.84 -14.12 4.45
H -23.73 -12.74 5.63
H -21.19 -12.25 1.18
H -20.41 -13.88 -0.44
H -20.01 -16.26 0.24
H -20.31 -16.90 2.69
H -21.32 -15.32 4.21
H -21.79 -9.81 3.31
H -23.38 -8.12 2.47
H -25.48 -8.88 1.34
H -26.21 -11.19 1.65
H -24.70 -12.89 2.76
*
```

Here are the Löwdin charges for atoms 1 to 2, given in e: atom 1 (Rb): 0.76, atom 2 (O): -0.07


No. 2
Computed, not measured: one molecule with the formula C6H12O3 in a non-equilibrium geometry, with wB97M-V/def2-TZVPD.

## Properties
- Molar mass: 132.16 Da
- Energy above the lowest of the compared OMol25 structures with the same formula, charge and spin: 258.9 kJ/mol
- LUMO level: 0.70 eV
- Highest occupied orbital energy: -8.68 eV
- Strongest force on any atom: 3.1 eV Å⁻¹

The geometry in ORCA input format:
```
! wB97M-V def2-TZVPD RIJCOSX def2/J DEFGRID3
* xyz 0 1
C -0.48 1.78 0.76
C -1.06 -1.75 -0.42
C 0.31 -1.05 1.60
C -0.21 0.67 -0.23
C -0.14 -0.75 0.21
O -1.02 0.88 -1.37
H -0.78 0.22 -2.03
H -0.28 2.72 0.27
H 0.16 1.70 1.64
H -1.53 1.76 1.08
H -2.09 -1.37 -0.39
H -1.00 -2.72 0.08
H -0.78 -1.88 -1.46
H 1.11 -0.39 1.92
H -0.54 -0.89 2.28
H 0.62 -2.09 1.69
C 1.37 0.55 -0.68
O 1.73 1.42 -1.70
O 1.37 -0.78 -0.97
H 1.26 1.14 -2.49
H 1.98 0.83 0.20
*
```

Here are the natural (NBO) charges for atoms 1 to 2, given in e: atom 1 (C): -0.63, atom 2 (C): -0.69


No. 3
Computed, not measured: CH3ClIN as an isolated structure in a non-equilibrium geometry, with wB97M-V/def2-TZVPD.

## Properties
- Molar mass: 191.40 Da
- Energy above the lowest of the compared OMol25 structures with the same formula, charge and spin: 180.3 kJ/mol
- LUMO level: -0.04 eV
- Highest occupied orbital energy: -9.40 eV
- Strongest force on any atom: 4.4 eV Å⁻¹

The geometry in ORCA input format:
```
! wB97M-V def2-TZVPD RIJCOSX def2/J DEFGRID3
* xyz 0 1
C -0.56 0.29 -0.50
N 1.07 -0.75 0.26
Cl -0.23 1.92 -0.06
I -2.30 -0.53 0.32
H -0.43 0.09 -1.55
H 0.72 -1.02 1.18
H 1.73 0.01 0.36
*
```

Here are the natural (NBO) charges for atoms 1 to 2, given in e: atom 1 (C): -0.31, atom 2 (N): -0.81


No. 4
Computed, not measured: C3H2N4O as an isolated structure in a non-equilibrium geometry, with wB97M-V/def2-TZVPD.

## Properties
- Molar mass: 110.08 Da
- Energy above the lowest of the compared OMol25 structures with the same formula, charge and spin: 434.1 kJ/mol
- LUMO level (alpha / beta): -1.23 / -1.23 eV
- Highest occupied orbital energy (alpha / beta): -8.55 / -8.55 eV
- Strongest force on any atom: 2.5 eV Å⁻¹

The geometry in ORCA input format:
```
! wB97M-V def2-TZVPD RIJCOSX def2/J DEFGRID3
* xyz 0 1
C -0.87 -0.89 0.00
C 0.32 -0.14 0.02
C 1.74 -0.31 0.06
N 2.92 -0.80 0.00
N 0.60 1.21 -0.02
N 1.95 1.08 0.00
N 3.98 -0.43 -0.05
O -1.99 -0.42 -0.06
H -0.70 -1.98 0.04
H 0.04 2.04 -0.04
*
```

Here are the natural (NBO) charges for atoms 1 to 2, given in e: atom 1 (C): 0.35, atom 2 (C): -0.08


No. 5
Computed, not measured: C23H31AsCl2N2O2Sr as an isolated structure in a non-equilibrium geometry, with wB97M-V/def2-TZVPD.

## Properties
- Molar mass: 600.96 Da
- Energy above the lowest of the compared OMol25 structures with the same formula, charge and spin: 268.7 kJ/mol
- LUMO level: 0.42 eV
- Highest occupied orbital energy: -7.42 eV
- Strongest force on any atom: 3.9 eV Å⁻¹

The geometry in ORCA input format:
```
! wB97M-V def2-TZVPD RIJCOSX def2/J DEFGRID3
* xyz 0 1
Sr 0.46 0.31 0.17
O -0.87 1.75 -0.56
C -0.57 2.86 -1.12
C -1.32 4.04 -0.84
C -1.07 5.23 -1.47
C -0.05 5.34 -2.41
C 0.73 4.24 -2.67
C 0.51 3.00 -2.05
C 1.39 1.93 -2.39
N 1.40 0.77 -1.85
C 2.42 -0.17 -2.23
C 2.15 -1.53 -1.60
N 1.98 -1.37 -0.19
C 2.87 -1.75 0.63
C 2.82 -1.53 2.05
C 3.90 -1.98 2.82
C 3.98 -1.74 4.17
C 2.95 -1.03 4.80
C 1.87 -0.61 4.08
C 1.73 -0.85 2.69
O 0.69 -0.44 2.07
H -2.11 3.95 -0.11
H -1.68 6.09 -1.23
H 0.13 6.27 -2.91
H 1.55 4.32 -3.37
H 2.12 2.17 -3.17
H 3.39 0.19 -1.87
H 2.47 -0.27 -3.33
H 2.99 -2.21 -1.86
H 1.22 -1.94 -2.01
H 3.76 -2.29 0.26
H 4.70 -2.52 2.33
H 4.83 -2.08 4.75
H 3.01 -0.83 5.86
H 1.05 -0.07 4.56
Cl 0.33 2.60 2.27
C 2.08 2.78 2.25
Cl 2.74 2.03 0.81
H 2.50 2.27 3.12
H 2.33 3.84 2.23
C -1.41 -4.06 -0.55
C -2.36 -3.10 0.16
As -1.83 -1.21 -0.18
C -3.26 -0.26 0.80
C -4.63 -0.93 0.93
C -2.34 -0.97 -2.08
C -3.61 -1.63 -2.60
H -1.68 -5.10 -0.36
H -0.39 -3.89 -0.21
H -1.44 -3.89 -1.63
H -2.30 -3.25 1.24
H -3.39 -3.27 -0.15
H -3.34 0.72 0.32
H -2.84 -0.10 1.80
H -5.07 -1.12 -0.05
H -5.31 -0.28 1.48
H -4.55 -1.87 1.47
H -1.48 -1.32 -2.67
H -2.38 0.12 -2.21
H -3.58 -2.71 -2.41
H -3.70 -1.48 -3.68
H -4.49 -1.21 -2.12
*
```

Here are the natural (NBO) charges for atoms 1 to 2, given in e: atom 1 (Sr): 1.69, atom 2 (O): -0.88


No. 6
Computed, not measured: one molecule with the formula CH5N3O in a non-equilibrium geometry, with wB97M-V/def2-TZVPD.

## Properties
- Molar mass: 75.07 Da
- Energy above the lowest of the compared OMol25 structures with the same formula, charge and spin: 348.5 kJ/mol
- LUMO level: 0.63 eV
- Highest occupied orbital energy: -9.01 eV
- Strongest force on any atom: 13.0 eV Å⁻¹

The geometry in ORCA input format:
```
! wB97M-V def2-TZVPD RIJCOSX def2/J DEFGRID3
* xyz 0 1
C 0.59 -0.11 0.06
H 0.91 -1.15 -1.87
H -0.16 0.21 -1.83
H 1.82 -0.33 1.68
H -0.32 0.38 1.65
H -2.10 -0.54 0.19
N 0.27 -0.30 -1.25
N 1.59 -0.58 0.66
N -0.47 0.67 0.63
O -1.67 0.45 -0.05
*
```

Here are the natural (NBO) charges for atoms 1 to 2, given in e: atom 1 (C): 0.54, atom 2 (H): 0.39


No. 7
Computed, not measured: C20H47AlN5O7 as an isolated structure, with wB97M-V/def2-TZVPD.

## Properties
- Molar mass: 496.61 Da
- Energy above the lowest of the compared OMol25 structures with the same formula, charge and spin: 144.5 kJ/mol
- LUMO level: 2.12 eV
- Highest occupied orbital energy: -4.03 eV
- Strongest force on any atom: 0.6 eV Å⁻¹

The geometry in ORCA input format:
```
! wB97M-V def2-TZVPD RIJCOSX def2/J DEFGRID3
* xyz -1 1
C 5.16 -1.19 -0.76
C 4.12 -0.84 0.26
O 3.92 -1.45 1.28
O 3.47 0.28 -0.08
C 2.09 0.44 0.33
C 1.15 0.06 -0.78
C 1.19 -1.41 -1.19
Al -0.04 -2.56 -0.03
H 5.49 -2.21 -0.59
H 4.77 -1.09 -1.76
H 6.01 -0.51 -0.67
H 1.90 -0.15 1.24
H 1.99 1.50 0.58
H 0.14 0.30 -0.41
H 1.34 0.75 -1.62
H 0.80 -1.50 -2.21
H 2.22 -1.78 -1.23
H 0.11 -2.00 1.52
H 0.36 -4.14 -0.19
H -1.54 -2.26 -0.61
C -2.65 -3.18 2.70
O -2.29 -3.74 1.70
N -3.96 -3.13 3.08
C -4.41 -2.40 4.24
C -4.90 -3.79 2.20
H -1.97 -2.59 3.34
H -4.92 -3.05 4.95
H -5.09 -1.59 3.96
H -3.54 -1.96 4.73
H -4.72 -4.86 2.15
H -4.77 -3.39 1.19
H -5.91 -3.60 2.55
C -2.81 2.11 -0.25
O -2.55 0.96 0.05
N -2.21 3.17 0.34
C -2.47 4.54 -0.03
C -1.23 2.89 1.37
H -3.52 2.40 -1.04
H -1.56 5.02 -0.39
H -2.83 5.13 0.81
H -3.21 4.57 -0.83
H -0.42 2.28 0.99
H -1.68 2.35 2.20
H -0.83 3.84 1.74
C 0.22 7.14 0.58
O -0.84 7.18 1.18
N 1.40 6.80 1.14
C 2.62 6.74 0.37
C 1.42 6.49 2.56
H 0.29 7.35 -0.50
H 3.05 5.73 0.39
H 3.36 7.44 0.76
H 2.41 7.00 -0.66
H 0.77 5.64 2.78
H 1.08 7.34 3.15
H 2.44 6.24 2.84
C 7.16 -3.40 -3.82
O 6.36 -2.84 -3.10
N 7.65 -4.64 -3.57
C 8.60 -5.29 -4.44
C 7.18 -5.32 -2.38
H 7.56 -2.95 -4.74
H 8.19 -6.22 -4.85
H 9.53 -5.52 -3.92
H 8.83 -4.62 -5.28
H 6.09 -5.45 -2.41
H 7.42 -4.75 -1.48
H 7.65 -6.30 -2.33
C -7.51 -1.13 0.52
O -8.65 -0.79 0.81
N -6.79 -0.58 -0.47
C -5.43 -1.00 -0.79
C -7.40 0.48 -1.25
H -6.96 -1.92 1.05
H -4.73 -0.18 -0.68
H -5.38 -1.38 -1.81
H -5.13 -1.80 -0.12
H -7.67 1.33 -0.61
H -8.30 0.14 -1.74
H -6.68 0.82 -2.00
*
```

Here are the Löwdin charges for atoms 1 to 2, given in e: atom 1 (C): 0.00, atom 2 (C): -0.57


No. 8
Computed, not measured: one molecule with the formula C2H4N2S in a non-equilibrium geometry, with wB97M-V/def2-TZVPD.

## Properties
- Molar mass: 88.14 Da
- Energy above the lowest of the compared OMol25 structures with the same formula, charge and spin: 185.5 kJ/mol
- LUMO level: 0.68 eV
- Highest occupied orbital energy: -8.93 eV
- Strongest force on any atom: 3.4 eV Å⁻¹

The geometry in ORCA input format:
```
! wB97M-V def2-TZVPD RIJCOSX def2/J DEFGRID3
* xyz 0 1
C 0.94 -0.49 -0.15
C -0.22 0.48 -0.59
N 1.01 -1.72 0.05
N -1.30 0.45 0.26
S 1.56 1.12 -0.03
H -0.71 1.13 -1.42
H 1.82 -2.08 0.42
H -1.22 -0.19 1.08
H -1.87 1.31 0.38
*
```

Here are the natural (NBO) charges for atoms 1 to 2, given in e: atom 1 (C): 0.15, atom 2 (C): -0.10


No. 9
Computed, not measured: one molecule with the formula C11H12N6O in a non-equilibrium geometry, with wB97M-V/def2-TZVPD.

## Properties
- Molar mass: 244.26 Da
- Energy above the lowest of the compared OMol25 structures with the same formula, charge and spin: 0.0 kJ/mol
- LUMO level: 0.62 eV
- Highest occupied orbital energy: -8.96 eV
- Strongest force on any atom: 1.7 eV Å⁻¹

The geometry in ORCA input format:
```
! wB97M-V def2-TZVPD RIJCOSX def2/J DEFGRID3
* xyz 0 1
O -1.95 -2.49 -1.44
C -2.10 -1.52 -0.73
N -3.23 -0.79 -0.73
H -3.93 -1.07 -1.41
C -3.47 0.43 0.01
C -2.53 0.50 1.21
N -1.16 0.25 0.78
C -0.57 1.30 0.14
N -1.14 2.46 -0.13
N -0.22 3.21 -0.71
N 0.88 2.60 -0.83
N 0.73 1.37 -0.29
C 1.81 0.49 -0.16
C 2.74 0.43 -1.19
C 3.84 -0.41 -1.07
C 4.00 -1.18 0.07
C 3.08 -1.10 1.10
C 1.98 -0.26 0.99
H 1.27 -0.18 1.80
H 3.21 -1.69 1.99
H 4.85 -1.84 0.16
H 4.56 -0.46 -1.87
H 2.60 1.05 -2.07
C -1.00 -1.09 0.25
H -1.02 -1.80 1.08
H -0.05 -1.20 -0.26
H -2.78 -0.27 1.94
H -2.58 1.48 1.67
H -3.30 1.31 -0.63
H -4.51 0.45 0.35
*
```

Here are the natural (NBO) charges for atoms 1 to 2, given in e: atom 1 (O): -0.61, atom 2 (C): 0.65


No. 10
Computed, not measured: a 5-piece molecular cluster, C18H37F3N4O6Si overall in a non-equilibrium geometry, with wB97M-V/def2-TZVPD.

## Properties
- Molar mass: 490.60 Da
- LUMO level: -0.15 eV
- Highest occupied orbital energy: -8.98 eV
- Strongest force on any atom: 1.8 eV Å⁻¹

The geometry in ORCA input format:
```
! wB97M-V def2-TZVPD RIJCOSX def2/J DEFGRID3
* xyz 0 1
O -1.13 -1.62 2.28
C -0.89 -2.37 1.39
O -0.33 -3.59 1.68
C -1.20 -2.14 -0.07
Si -1.01 -0.32 -0.64
C -0.09 0.78 0.57
C 1.45 0.65 0.59
C 1.94 -0.67 0.15
F 1.94 -1.69 1.07
C 2.40 -1.00 -1.09
F 1.81 -2.00 -1.77
F 3.44 -0.44 -1.69
H 0.22 -3.83 0.93
H -2.22 -2.46 -0.25
H -0.53 -2.76 -0.67
H -2.36 0.22 -0.79
H -0.43 -0.30 -2.00
H -0.32 1.80 0.27
H -0.49 0.70 1.57
H 1.77 0.81 1.62
H 1.96 1.42 0.01
C 7.05 -3.24 2.36
C 5.63 -2.76 2.55
O 5.09 -2.68 3.64
N 4.93 -2.38 1.45
C 5.31 -2.37 0.06
H 7.46 -3.50 3.33
H 7.07 -4.13 1.73
H 7.66 -2.46 1.91
H 4.00 -2.06 1.68
H 5.23 -1.35 -0.32
H 4.61 -3.01 -0.50
H 6.32 -2.74 -0.09
C 1.67 -0.83 5.01
C 1.09 0.56 5.17
O 1.70 1.56 4.83
N -0.15 0.66 5.70
C -1.02 -0.41 6.16
H 2.66 -0.75 4.57
H 1.76 -1.32 5.98
H 1.04 -1.43 4.35
H -0.48 1.60 5.78
H -1.96 -0.39 5.60
H -1.25 -0.28 7.22
H -0.55 -1.38 6.02
C -5.28 2.67 -0.36
C -4.68 2.36 -1.70
O -3.82 1.49 -1.83
N -5.11 3.07 -2.77
C -6.11 4.12 -2.79
H -4.83 2.02 0.39
H -5.09 3.71 -0.08
H -6.36 2.49 -0.37
H -4.67 2.81 -3.64
H -6.93 3.84 -3.45
H -5.66 5.04 -3.17
H -6.51 4.31 -1.80
C -1.78 2.03 -6.79
C -2.33 1.72 -5.42
O -3.45 2.06 -5.07
N -1.54 1.05 -4.55
C -0.19 0.56 -4.76
H -2.54 2.57 -7.35
H -0.89 2.66 -6.71
H -1.54 1.11 -7.32
H -1.98 0.88 -3.65
H -0.17 -0.52 -4.62
H 0.48 1.01 -4.02
H 0.17 0.80 -5.75
*
```

Here are the natural (NBO) charges for atoms 1 to 2, given in e: atom 1 (O): -0.58, atom 2 (C): 0.81


No. 11
Computed, not measured: a 2-piece molecular cluster, C4H13NS2 overall, with wB97M-V/def2-TZVPD.

## Properties
- Molar mass: 139.29 Da
- Energy above the lowest of the compared OMol25 structures with the same formula, charge and spin: 35.2 kJ/mol
- LUMO level: 0.49 eV
- Highest occupied orbital energy: -8.77 eV
- Strongest force on any atom: 0.3 eV Å⁻¹

The geometry in ORCA input format:
```
! wB97M-V def2-TZVPD RIJCOSX def2/J DEFGRID3
* xyz 0 1
C -1.19 -3.18 1.21
N -1.04 -1.76 0.96
C -1.78 -1.35 -0.23
H -2.23 -3.39 1.45
H -0.91 -3.81 0.36
H -0.59 -3.47 2.07
H -0.06 -1.55 0.81
H -1.48 -1.89 -1.13
H -1.63 -0.28 -0.42
H -2.84 -1.51 -0.06
C -0.43 2.88 1.08
C 0.29 1.57 0.80
S 0.67 1.47 -0.98
S 1.72 -0.31 -1.03
H -1.35 2.95 0.51
H 0.20 3.73 0.82
H -0.67 2.94 2.14
H -0.33 0.71 1.07
H 1.22 1.50 1.35
H 0.90 -0.95 -1.88
*
```

Here are the natural (NBO) charges for atoms 1 to 2, given in e: atom 1 (C): -0.41, atom 2 (N): -0.63